(w)
ORCA calculation (the ωB97M-V functional and the def2-TZVPD basis) on a single C7H8N2O molecule.

The HOMO energy is -9.2 eV. Its structure (SMILES) is CC(=O)Nc1ccccn1. Its orbital gap is 10.013 eV. Its LUMO energy is 0.86 eV.

Each line ends with the natural charge from an NBO analysis.
Element x y z (Å)
1 H -0.424 -1.044 1.722  0.24
2 C -2.346 -0.740 0.585  -0.17
3 N -1.007 0.394 -1.563  -0.41
4 C -1.001 -0.628 0.630  -0.23
5 C -3.065 -0.198 -0.493  -0.26
6 H -4.073 -0.088 -0.447  0.21
7 C -2.331 0.297 -1.497  0.04
8 C -0.294 -0.092 -0.434  0.33
9 H 3.615 -0.812 0.331  0.26
10 O 1.296 0.843 1.641  -0.57
11 H -2.908 -1.161 1.325  0.21
12 C 1.824 0.473 0.656  0.68
13 H 3.571 1.178 -0.362  0.26
14 N 1.102 0.041 -0.444  -0.60
15 C 3.286 0.298 0.382  -0.76
16 H 1.444 -0.292 -1.116  0.36
17 H 3.907 0.819 1.333  0.24
18 H -2.598 0.714 -2.248  0.17

=====

(x)
ORCA calculation (the ωB97M-V functional and the def2-TZVPD basis) on a molecular structure, C7H8N2O.

The HOMO energy is -9.3 eV. Its orbital gap is 9.888 eV. Its LUMO energy is 0.59 eV.

Each line ends with the natural charge from an NBO analysis.
Element x y z (Å)
1 C 0.006 0.454 0.151  0.15
2 C -0.890 -1.269 -1.470  0.66
3 C 0.494 -0.439 1.131  -0.26
4 O -0.308 -2.259 -0.925  -0.66
5 H -1.104 0.452 -1.737  0.39
6 H 1.281 3.226 1.421  0.21
7 H 1.580 -0.336 2.922  0.18
8 C 1.213 0.240 2.175  0.05
9 H -1.271 -1.256 -3.501  0.23
10 N -0.775 -0.121 -0.954  -0.58
11 H 0.239 -1.746 1.263  0.30
12 C -1.818 -1.501 -2.684  -0.67
13 H -2.671 -1.169 -2.452  0.21
14 N 1.433 1.507 2.248  -0.41
15 H -0.045 2.655 -0.748  0.23
16 H -2.104 -2.728 -2.625  0.24
17 C 1.035 2.235 1.162  0.00
18 C 0.285 1.825 0.169  -0.27

=====

Stability, lowest: (w)

=====

(w)
ORCA calculation (the ωB97M-V functional and the def2-TZVPD basis) on 2 unconnected molecules or ions with the total composition C3H10S3.

The HOMO energy is -9.2 eV. Its structure (SMILES) is CCS.CSS. Its orbital gap is 9.328 eV. Its LUMO energy is 0.14 eV.

Each line ends with the natural charge from an NBO analysis.
Element x y z (Å)
1 S 2.932 1.347 -2.518  0.04
2 H 1.011 2.063 -1.162  0.21
3 H -1.749 -2.589 1.998  0.21
4 H 2.252 2.864 -0.247  0.25
5 C 1.929 2.604 -1.378  -0.72
6 H -2.381 -0.291 1.849  0.22
7 H -0.588 -2.405 0.589  0.21
8 C -1.556 -0.583 1.106  -0.48
9 S -2.631 -0.739 -0.474  -0.12
10 H -0.631 0.026 1.169  0.23
11 S 3.118 -0.255 -1.034  -0.17
12 H 1.874 -0.857 -1.386  0.15
13 H -0.209 -1.675 2.128  0.20
14 C -0.961 -1.942 1.512  -0.61
15 H -3.977 -0.804 0.047  0.15
16 H 1.566 3.237 -2.200  0.23

=====

(x)
ORCA calculation (the ωB97M-V functional and the def2-TZVPD basis) on 2 unconnected molecules or ions with the total composition C3H10S3.

The HOMO energy is -8.3 eV. Its structure (SMILES) is CSC.CSS. Its orbital gap is 8.288 eV. Its LUMO energy is -0.01 eV.

Each line ends with the natural charge from an NBO analysis.
Element x y z (Å)
1 S -1.079 0.561 3.407  0.12
2 H -1.746 -0.638 1.423  0.22
3 H -0.046 1.050 1.203  0.21
4 C 0.249 -0.636 -3.443  -0.78
5 H 0.836 -1.479 -3.694  0.22
6 H 0.387 0.129 -4.250  0.23
7 H -0.403 2.577 2.027  0.21
8 C -1.654 -0.957 2.551  -0.73
9 H 0.982 1.804 2.752  0.23
10 C -0.066 1.647 2.311  -0.73
11 S 2.897 0.236 -1.950  -0.16
12 H 3.280 -1.072 -2.366  0.14
13 H -0.789 -1.501 2.701  0.22
14 H -0.872 -0.630 -3.749  0.26
15 S 0.712 0.133 -1.839  0.09
16 H -2.690 -1.225 2.919  0.25

=====

(y)
ORCA calculation (the ωB97M-V functional and the def2-TZVPD basis) on 2 unconnected molecules or ions with the total composition C3H10S3.

The HOMO energy is -8.7 eV. Its structure (SMILES) is CCS.CSS. Its orbital gap is 9.085 eV. Its LUMO energy is 0.40 eV.

Each line ends with the natural charge from an NBO analysis.
Element x y z (Å)
1 H -0.649 -2.110 2.926  0.21
2 C -1.500 -0.654 1.505  -0.52
3 H -3.207 -1.389 -0.338  0.14
4 C -1.176 -2.183 1.866  -0.63
5 H 1.328 2.714 -1.312  0.25
6 H -2.259 -0.216 2.048  0.21
7 H -0.456 -2.375 1.038  0.21
8 S -2.168 -0.474 -0.152  -0.09
9 H 2.663 3.573 -2.212  0.24
10 S 2.189 -0.067 -0.556  -0.14
11 H -0.513 -0.146 1.534  0.24
12 H 1.126 -0.177 -1.332  0.13
13 H -1.967 -3.015 1.900  0.22
14 H 1.378 2.586 -2.909  0.22
15 S 3.119 1.281 -1.930  0.13
16 C 2.093 2.652 -2.076  -0.82

=====

Stability, lowest: (x)

=====

(w)
ORCA calculation (the ωB97M-V functional and the def2-TZVPD basis) on a molecular structure, C6H12N.

The HOMO energy is -14.6 eV. As for the total charge: +1. Its orbital gap is 11.572 eV. Its LUMO energy is -2.98 eV.

Each line ends with the natural charge from an NBO analysis.
Element x y z (Å)
1 H -2.779 1.361 0.856  0.27
2 H 2.345 1.390 0.080  0.25
3 C 0.580 -0.024 -0.375  0.18
4 H 2.250 -1.172 0.250  0.25
5 H 0.917 -2.195 -0.191  0.24
6 C -0.922 0.069 -0.105  0.04
7 C 1.225 1.251 0.213  -0.66
8 H -0.456 -0.697 2.216  -0.06
9 H 0.956 1.401 1.245  0.25
10 C -2.096 -0.702 0.100  -0.12
11 N -0.441 0.331 -1.460  -0.56
12 H -0.409 1.268 -1.808  0.42
13 H 0.968 2.203 -0.280  0.23
14 C 1.502 -1.313 -0.463  -0.62
15 H -2.567 -1.610 -0.053  0.25
16 H -0.175 -0.555 2.973  0.05
17 C -2.171 0.551 0.473  -0.10
18 H 2.034 -1.426 -1.450  0.25
19 H -0.759 -0.133 -2.221  0.42

=====

(x)
ORCA calculation (the ωB97M-V functional and the def2-TZVPD basis) on a gas-phase ion, C6H12N (charge +1).

The HOMO energy is -12.8 eV. As for the total charge: +1. Its orbital gap is 8.409 eV. Its LUMO energy is -4.41 eV.

Each line ends with the natural charge from an NBO analysis.
Element x y z (Å)
1 H -1.276 -1.207 1.096  0.22
2 H 0.904 1.323 -0.050  0.27
3 H -2.919 0.628 0.084  0.23
4 H 1.318 -1.456 -0.442  0.43
5 H 3.398 1.444 0.061  0.30
6 H 3.538 -0.406 -0.062  0.26
7 H -1.624 0.944 1.126  0.29
8 H 3.070 0.484 1.337  0.31
9 H -2.388 -1.569 -0.221  0.25
10 C -0.895 1.038 -0.486  0.17
11 C -2.119 1.292 0.244  -0.72
12 C 2.913 0.443 0.230  -0.75
13 H -2.497 2.290 0.459  0.26
14 H -0.918 -0.635 -1.776  0.29
15 N 0.884 -0.543 -0.580  -0.43
16 C -0.608 -0.381 -0.768  -0.24
17 C -1.342 -1.501 0.021  -0.64
18 C 1.567 0.404 -0.077  0.27
19 H -1.006 -2.590 -0.195  0.25

=====

Stability, lowest: (w)

=====

(w)
ORCA calculation (the ωB97M-V functional and the def2-TZVPD basis) on a gas-phase ion, C6H12N (charge +1).

The HOMO energy is -15.3 eV. As for the total charge: +1. Its structure (SMILES) is C=[N+]=C(C)CCC. Its orbital gap is 10.712 eV. Its LUMO energy is -4.61 eV.

Each line ends with the natural charge from an NBO analysis.
Element x y z (Å)
1 H 2.053 -0.358 -1.944  0.26
2 H 0.392 0.086 -2.218  0.24
3 C -2.082 1.831 0.995  -0.61
4 C 0.795 -0.667 -0.305  0.48
5 C 2.191 -2.214 0.972  0.06
6 H -1.207 1.793 -1.072  0.22
7 H 1.945 -3.286 0.888  0.25
8 C -1.404 1.087 -0.208  -0.39
9 H 0.731 -1.530 -2.245  0.25
10 H -2.082 0.319 -0.634  0.21
11 C 0.944 -0.627 -1.810  -0.64
12 H -1.291 2.468 1.388  0.21
13 H -2.327 1.021 1.788  0.22
14 H -0.405 -0.355 1.150  0.24
15 H 3.051 -1.672 1.300  0.24
16 H 0.370 1.031 0.909  0.26
17 C -0.139 0.312 0.355  -0.49
18 H -2.940 2.350 0.408  0.25
19 N 1.406 -1.588 0.285  -0.28

=====

(x)
ORCA calculation (the ωB97M-V functional and the def2-TZVPD basis) on a gas-phase ion, C6H12N (charge +1).

The HOMO energy is -14.5 eV. As for the total charge: +1. Its structure (SMILES) is CCC1([NH2+]C)C=C1. Its orbital gap is 11.383 eV. Its LUMO energy is -3.16 eV.

Each line ends with the natural charge from an NBO analysis.
Element x y z (Å)
1 N -0.369 1.103 -0.677  -0.52
2 H -0.369 -2.938 -0.059  0.24
3 H 2.706 1.477 0.914  0.27
4 H 0.151 1.965 -0.790  0.44
5 C 0.856 0.331 1.690  -0.17
6 C 0.639 0.213 0.206  0.09
7 H -2.101 2.196 -0.471  0.24
8 H -0.478 0.731 -1.596  0.44
9 H -0.424 -2.285 -1.726  0.23
10 H -1.371 1.750 1.091  0.25
11 H -1.164 -1.290 -0.319  0.18
12 C 1.805 0.871 0.965  -0.15
13 C -1.582 1.381 0.065  -0.44
14 H 1.323 -1.199 -1.355  0.22
15 H 1.576 -1.686 0.280  0.24
16 C 0.879 -1.199 -0.384  -0.45
17 C -0.401 -2.025 -0.631  -0.61
18 H -2.311 0.578 0.091  0.25
19 H 0.636 0.025 2.705  0.27

=====

(y)
ORCA calculation (the ωB97M-V functional and the def2-TZVPD basis) on a gas-phase ion, C6H12N (charge +1).

The HOMO energy is -13.8 eV. As for the total charge: +1. Its structure (SMILES) is C=[NH+]C(=C)CCC. Its orbital gap is 7.757 eV. Its LUMO energy is -6.04 eV.

Each line ends with the natural charge from an NBO analysis.
Element x y z (Å)
1 H -1.368 -2.515 0.585  0.23
2 H -2.913 -1.841 -0.145  0.24
3 H 2.379 -1.405 0.866  0.25
4 C -0.127 -0.003 1.230  -0.44
5 C 0.323 2.095 -0.929  0.08
6 C -1.792 -1.621 -0.013  -0.65
7 C -1.642 -0.258 0.762  -0.38
8 H 2.514 -0.987 -1.069  0.22
9 H 1.487 0.744 -1.909  0.46
10 H -2.120 -0.178 1.748  0.24
11 H -1.864 0.551 0.109  0.18
12 H 0.817 3.031 -1.033  0.24
13 C 0.787 -0.084 0.002  0.16
14 N 0.823 0.899 -1.024  -0.45
15 H 0.248 -0.699 1.939  0.25
16 H -0.730 2.169 -0.600  0.21
17 H -1.420 -1.659 -1.069  0.22
18 H -0.077 1.021 1.623  0.22
19 C 1.998 -0.883 -0.032  -0.29

=====

(z)
ORCA calculation (the ωB97M-V functional and the def2-TZVPD basis) on 2 unconnected molecules or ions with the total composition C6H12N.

The HOMO energy is -14.6 eV. As for the total charge: +1. Its orbital gap is 10.559 eV. Its LUMO energy is -4.05 eV.

Each line ends with the natural charge from an NBO analysis.
Element x y z (Å)
1 C 0.803 -0.431 -0.102  0.33
2 H -0.192 -1.119 3.336  0.27
3 C 0.489 1.858 0.135  -0.43
4 H -0.328 2.569 -0.145  0.23
5 H -1.775 0.364 0.809  0.25
6 H 1.401 -0.131 0.786  0.22
7 N 0.263 0.618 -0.590  -0.28
8 H -1.379 -0.434 -1.290  0.22
9 H 0.315 1.758 1.175  0.24
10 H 1.530 -2.405 0.371  0.28
11 H -1.636 1.276 -1.456  0.24
12 H 1.309 -1.956 -1.610  0.29
13 C -0.637 -0.702 2.447  -0.16
14 C 0.928 -1.864 -0.485  -0.72
15 C -0.885 0.441 -1.600  -0.41
16 H -0.473 0.455 -2.552  0.24
17 C -1.125 -0.204 1.450  -0.32
18 H 1.424 2.219 -0.143  0.24
19 H -0.032 -2.310 -0.535  0.27

=====

Stability, lowest: (z)

=====

(w)
ORCA calculation (the ωB97M-V functional and the def2-TZVPD basis) on a single C2H2O2S molecule.

The HOMO energy is -10.1 eV. Its structure (SMILES) is O=CC(=O)S. Its orbital gap is 9.500 eV. Its LUMO energy is -0.59 eV.

Each line ends with the natural charge from an NBO analysis.
Element x y z (Å)
1 O 0.612 -0.583 1.397  -0.48
2 O -0.517 -2.004 -0.893  -0.43
3 H -1.664 -0.331 -0.926  0.13
4 C -0.780 -0.885 -0.572  0.33
5 C 0.106 -0.120 0.412  0.33
6 H 1.046 1.992 0.794  0.16
7 S 0.244 1.566 -0.184  -0.04

=====

(x)
ORCA calculation (the ωB97M-V functional and the def2-TZVPD basis) on a single C2H2O2S molecule.

The HOMO energy is -9.8 eV. Its structure (SMILES) is O=CC(O)=S. Its orbital gap is 8.961 eV. Its LUMO energy is -0.82 eV.

Each line ends with the natural charge from an NBO analysis.
Element x y z (Å)
1 O -0.016 1.394 1.300  -0.45
2 H -0.538 0.018 -1.947  0.49
3 S 1.374 -1.208 -0.783  0.01
4 C 0.176 -0.222 -0.321  0.09
5 C 0.019 0.244 1.060  0.36
6 H -0.192 -0.630 1.796  0.13
7 O -0.823 0.404 -1.104  -0.63

=====

Stability, lowest: (x)

=====

(w)
ORCA calculation (the ωB97M-V functional and the def2-TZVPD basis) on 3 unconnected molecules or ions with the total composition C6H17NO3.

The HOMO energy is -9.5 eV. Its structure (SMILES) is NCCC/C=C/CO.O.O. Its orbital gap is 10.182 eV. Its LUMO energy is 0.73 eV.

Each line ends with the natural charge from an NBO analysis.
Element x y z (Å)
1 C 2.247 1.438 -1.339  -0.10
2 C 1.728 0.050 -1.600  -0.22
3 H 0.318 -2.744 -0.423  0.20
4 O 1.884 0.197 2.448  -0.94
5 H 0.712 1.914 -0.108  0.47
6 H -1.016 -0.071 0.337  0.20
7 H 1.777 -0.244 -2.644  0.20
8 H 3.303 1.462 -1.068  0.20
9 H -1.762 -2.325 -1.491  0.21
10 N -2.867 -1.068 0.334  -0.82
11 H 1.309 0.453 1.723  0.47
12 H -2.408 0.676 3.160  0.47
13 H 2.005 2.095 -2.176  0.17
14 H 0.747 -2.427 -1.972  0.21
15 H -2.216 0.404 -0.827  0.19
16 H -3.421 -1.513 -0.398  0.34
17 H -3.163 1.450 2.109  0.48
18 C -1.702 -0.461 -0.407  -0.23
19 C 1.179 -0.737 -0.695  -0.18
20 O -2.330 1.452 2.593  -0.94
21 H -2.567 -1.913 0.809  0.34
22 H -1.071 -0.930 -2.384  0.21
23 H 1.471 0.576 3.233  0.47
24 C -1.133 -1.465 -1.435  -0.42
25 C 0.293 -1.898 -1.123  -0.44
26 O 1.668 2.008 -0.158  -0.73
27 H 1.168 -0.660 0.375  0.20

=====

(x)
ORCA calculation (the ωB97M-V functional and the def2-TZVPD basis) on 4 unconnected molecules or ions with the total composition C6H17NO3.

The HOMO energy is -7.6 eV. Its structure (SMILES) is C=C/C=C(\C)NC.O.O.O. Its orbital gap is 8.242 eV. Its LUMO energy is 0.65 eV.

Each line ends with the natural charge from an NBO analysis.
Element x y z (Å)
1 H -1.986 -1.413 0.384  0.25
2 H -3.407 -1.530 -2.149  0.47
3 H -2.247 1.274 2.512  0.18
4 H 2.439 -2.159 -2.475  0.46
5 H -3.135 0.284 1.336  0.21
6 N -1.240 1.010 0.658  -0.60
7 H -2.979 2.035 1.140  0.20
8 C 3.242 -0.727 1.002  -0.44
9 H 1.521 -1.890 0.601  0.19
10 H 4.022 -1.460 0.893  0.21
11 H 0.629 2.013 -1.322  0.48
12 C -0.433 -0.089 0.955  0.26
13 H 3.478 0.317 1.200  0.19
14 C -1.118 -1.413 1.039  -0.68
15 H 1.229 1.114 1.073  0.19
16 C 1.932 -0.938 0.931  -0.21
17 C -2.464 1.125 1.455  -0.42
18 H 2.178 -0.950 -1.632  0.48
19 O -2.773 -0.945 -1.722  -0.94
20 O 2.017 -1.293 -2.523  -0.94
21 H -1.465 -1.588 2.065  0.22
22 H -3.011 -0.045 -1.967  0.48
23 H -0.695 1.853 0.749  0.38
24 H -0.499 -2.244 0.781  0.22
25 O 0.668 2.979 -1.255  -0.95
26 C 0.909 0.080 1.044  -0.36
27 H 1.016 3.246 -2.115  0.47

=====

Stability, lowest: (w)